w:
Below is a 2-piece molecular cluster, C4H15N2O overall, with properties calculated with wB97M-V/def2-TZVPD.

Cartesian coordinates (Å):
C 0.148 0.073 1.478
N 0.295 1.445 1.883
C -0.428 -0.188 0.090
N -0.152 -1.606 -0.280
C -0.113 -1.966 -1.723
C -1.859 0.263 -0.134
H -0.323 -0.419 2.347
H 1.154 -0.383 1.473
H -0.533 2.017 1.824
H 1.153 1.875 1.583
H 0.207 0.495 -0.527
H -0.811 -2.258 0.159
H 0.740 -1.952 0.082
H 0.074 -3.027 -1.818
H 0.581 -1.326 -2.255
H -1.084 -1.777 -2.187
H -2.008 1.299 0.120
H -2.493 -0.376 0.470
H -2.206 0.042 -1.151
H 2.526 1.411 -1.421
H 1.267 2.243 -1.461
O 1.821 1.751 -0.856

Computed properties:
LUMO energy = -3.2 eV
E_HOMO = -12.639 eV
Multiplicity = 1
Charge = +1

Atom charges from the Löwdin analysis, given in e for atoms 1 to 6: atom 1 (C): -0.261, atom 2 (N): 0.030, atom 3 (C): -0.347, atom 4 (N): 0.033, atom 5 (C): 0.016, atom 6 (C): -0.016

***

x:
Below is a 2-piece molecular cluster, C4H15N2O overall, with properties calculated with wB97M-V/def2-TZVPD.

Cartesian coordinates (Å):
C -0.904 -1.084 2.279
C -0.310 -0.214 1.243
C -1.474 0.496 0.444
C -0.842 1.378 -0.684
N -0.421 0.493 -1.807
N 0.573 -1.083 0.307
H -1.650 -1.593 1.642
H -0.357 -1.667 2.922
H -1.590 -0.497 2.890
H 0.341 0.533 1.740
H -1.949 1.034 1.317
H -2.169 -0.313 0.175
H -1.597 2.107 -0.962
H 0.219 1.693 -0.200
H -1.097 0.331 -2.462
H 0.333 0.995 -2.169
H 1.240 -1.461 0.943
H 0.077 -1.772 -0.280
H 1.038 -0.463 -0.518
H 3.081 0.948 -1.247
H 2.794 -0.013 -2.205
O 2.676 0.101 -1.347

Computed properties:
LUMO energy = -2.8 eV
E_HOMO = -13.750 eV
Multiplicity = 1
Charge = +1

Atom charges from the Löwdin analysis, given in e for atoms 1 to 6: atom 1 (C): -0.057, atom 2 (C): -0.370, atom 3 (C): -0.143, atom 4 (C): -0.201, atom 5 (N): 0.009, atom 6 (N): 0.183

***

Most stable structure, least stable structure: w, x.